A molecular structure, C11H10ClNSY at a distorted geometry. Source: the Open Molecules 2025 dataset; level of theory: the ωB97M-V functional and the def2-TZVPD basis.

Values from the calculation:
M: 312.63 g mol⁻¹
relative energy (zero: lowest compared OMol25 entry of this formula, charge and spin): 4.96 kcal/mol
charge: -1
E_HOMO: -0.17333 Ha
F_max: 0.0682 hartree/bohr

Positions of all 25 atoms, in Å:
C  -2.40  -0.97  -0.11
C  -1.76  -1.14  -1.39
C  -1.50  0.15  -1.94
H  -1.61  -2.10  -1.89
C  -1.90  1.13  -0.99
C  -2.44  0.45  0.15
H  -2.96  0.92  1.00
H  -2.86  -1.75  0.49
H  -1.08  0.35  -2.92
H  -1.90  2.21  -1.14
Y  -0.04  -0.37  0.45
Cl  0.14  -2.68  1.16
C  2.49  0.13  0.24
C  2.02  1.36  -0.34
C  1.56  1.08  -1.66
H  2.13  2.35  0.11
C  1.69  -0.32  -1.89
C  2.27  -0.92  -0.72
H  2.57  -1.95  -0.62
H  3.03  0.03  1.19
H  1.22  1.82  -2.38
H  1.44  -0.84  -2.81
S  -0.11  1.05  2.70
C  -0.03  0.24  4.15
N  0.02  -0.22  5.24